# 1
Computed, not measured: 2 unconnected molecules or ions with the total composition C2H2F2O in a non-equilibrium geometry, with wB97M-V/def2-TZVPD.

XYZ file:
```
7
Properties=species:S:1:pos:R:3:nbo_charge:R:1
C -0.1247 -0.1492 -0.0105 0.29
C -3.0458 -1.9093 2.1524 0.65
O -1.1931 -0.6170 0.3689 -0.51
F -3.2157 -0.7044 2.6071 -0.33
F -1.9040 -2.3460 2.5724 -0.32
H 0.2189 0.1557 -1.0508 0.11
H 0.6006 0.2174 0.6876 0.10
```

Values from the calculation:
2S+1: 1
relative energy (zero: lowest compared OMol25 entry of this formula, charge and spin): 2.5681 eV
HOMO: -10.509 eV
gap between HOMO and LUMO: 0.40109 Eh
molar mass: 80.03 g mol⁻¹

=====

# 2
Computed, not measured: a single C7H11NO3S molecule in a non-equilibrium geometry, with wB97M-V/def2-TZVPD.

XYZ file:
```
23
Properties=species:S:1:pos:R:3:nbo_charge:R:1
C -0.9217 0.5893 0.6688 0.41
C -0.5710 -1.7702 -0.0363 0.84
C 1.2953 -0.0224 0.6843 -0.59
C -0.0731 -0.6136 0.9558 -0.42
C -0.2892 1.6831 -0.5256 -0.49
C -0.0663 3.0298 0.0496 -0.65
C -0.0007 -3.9623 -0.7232 -0.27
N -1.8073 0.9519 1.4171 -0.64
O -1.4866 -1.5712 -0.8418 -0.58
O 0.7979 -0.3205 -1.8904 -0.97
O 0.2139 -2.8476 0.0415 -0.50
S 1.2307 0.7858 -0.9682 1.25
H 1.5078 0.6147 1.4653 0.23
H 2.2195 -0.7950 0.6255 0.25
H -0.2741 -0.9433 1.9534 0.26
H -0.8941 1.6624 -1.3784 0.25
H -0.7369 3.8075 -0.2614 0.23
H 1.0269 3.4307 -0.0163 0.23
H -0.2674 2.8748 1.1148 0.22
H 0.2032 -4.8648 -0.1831 0.19
H 0.7269 -4.0275 -1.6082 0.19
H -1.0061 -4.1761 -1.0822 0.20
H -2.4273 1.7567 1.2350 0.36
```

Values from the calculation:
2S+1: 1
relative energy (zero: lowest compared OMol25 entry of this formula, charge and spin): 3.6842 eV
HOMO: -8.842 eV
gap between HOMO and LUMO: 0.35077 Eh
molar mass: 189.24 g mol⁻¹

=====

- Among the records above, which one has the highest relative energy (zero: lowest compared OMol25 entry of this formula, charge and spin)?
  C7H11NO3S

=====

- What is the gap between HOMO and LUMO in the second record?
  0.35077 Eh

=====

- Which value of relative energy (zero: lowest compared OMol25 entry of this formula, charge and spin) does entry 2 give?
  3.6842 eV